The following is a quantum chemistry calculation of 2 unconnected molecules or ions with the total composition C24H33OSi at a distorted geometry, from the Open Molecules 2025 dataset.

XYZ file:
```
59
Properties=species:S:1:pos:R:3:forces:R:3
H -0.546037 -4.031371 0.201148 0.0 -0.1 0.0
C -5.565693 2.530741 0.692479 0.0 -0.1 -0.3
H 1.448294 0.439007 -0.454180 0.0 0.4 0.1
H -1.037077 2.980251 0.738002 0.3 0.0 0.2
C 3.112908 1.141792 1.794293 -0.1 -0.1 0.0
Si 1.855956 -3.653098 0.605269 0.0 -0.6 -0.1
C -0.162259 0.828604 -5.756055 0.2 -0.1 0.0
H 3.523115 -4.906817 -0.711022 0.1 -0.1 0.0
H 4.120678 0.964700 1.420346 0.0 0.0 0.0
C -1.662323 1.962589 -1.013972 0.1 -0.3 0.1
H -1.969139 0.193735 -2.995499 -0.2 -0.2 0.1
C 0.071441 -3.143332 0.315350 0.5 0.1 0.0
H -4.263016 1.953170 -0.875890 -0.1 0.0 -0.2
C -0.387147 1.642761 -3.102659 0.1 0.0 -0.2
H 0.267749 2.748740 -1.377887 0.4 0.2 0.2
H -1.764641 -0.521323 -5.324047 -0.1 -0.1 0.0
C -3.150726 2.577633 0.857631 -0.1 0.0 0.1
H 1.216530 2.985209 -3.567958 0.2 0.1 0.1
C 0.951119 0.090323 2.528139 0.1 0.0 0.0
H -0.300190 -2.563653 1.156832 -0.1 0.1 0.1
H 4.166304 -1.177243 2.849495 0.0 0.0 0.0
H -6.627610 3.223381 2.405316 -0.2 0.0 0.1
H 2.492229 -3.935607 -1.763835 0.0 0.0 -0.2
C -4.330229 2.303198 0.138018 0.2 0.0 -0.1
H -0.015455 -2.542561 -0.586625 -0.1 0.1 0.0
H -6.457038 2.349511 0.110597 0.0 0.0 0.0
C -1.863369 2.497952 0.242178 -0.4 0.2 -0.4
H 0.945641 0.696712 3.435194 0.1 0.0 0.1
C -1.232322 0.650662 -3.630609 -0.1 0.1 0.2
H 3.186507 1.733693 2.705722 0.0 0.0 0.1
C 2.390195 -0.185312 2.062184 0.3 -0.3 0.4
H 1.865851 -1.162298 -1.242929 0.0 -0.2 -0.4
C -4.517207 3.257725 2.728919 0.0 0.0 0.3
H -2.471202 1.417787 -1.465608 -0.2 -0.1 -0.1
C -5.659504 3.013709 1.984829 0.0 0.1 0.1
H 2.964345 -5.091996 2.278431 0.1 -0.1 0.1
H 1.323703 -5.655683 1.946499 -0.1 -0.1 0.0
H -2.385695 3.226785 2.751353 0.2 0.1 0.1
H 1.582921 -4.254677 2.989479 -0.1 0.0 0.2
H 0.391992 0.627922 1.761696 0.0 0.0 -0.1
C 0.685851 1.801584 -5.258237 0.2 0.2 -0.2
C 3.146002 -0.954286 3.163479 -0.1 0.1 -0.1
C 0.583629 2.201967 -3.948650 0.0 0.1 0.3
H 1.421925 2.253610 -5.903860 0.1 0.0 0.0
C 1.856745 -0.547239 -0.366154 0.5 -0.6 0.5
H -0.066351 0.502766 -6.777393 0.0 0.0 -0.2
H 0.424477 -0.842326 2.734919 0.0 0.0 0.0
H -4.601021 3.622098 3.740248 0.0 0.0 0.1
H 2.653983 -1.901140 3.388410 0.0 0.0 0.0
H 3.194990 -0.371692 4.084230 -0.1 0.1 0.0
C -3.277277 3.046394 2.175572 0.2 0.0 -0.1
H 2.576684 1.736280 1.056515 0.0 0.1 -0.1
C 2.502490 -4.578481 -0.887918 -0.1 0.4 0.4
H 1.879660 -5.448359 -1.078106 0.0 -0.2 -0.1
C 1.939997 -4.774675 2.105003 0.1 0.5 -0.4
C 2.353919 -1.023566 0.782173 -0.1 0.0 -0.4
O 2.850665 -2.312667 0.863278 -0.8 0.7 0.0
C -1.115156 0.247911 -4.938209 -0.2 -0.2 0.1
C -0.520815 2.128498 -1.765924 -0.4 0.0 -0.2
```
Forces are in eV/Å.

Net charge ... +1
ΔE to the lowest compared entry with this formula, charge and spin ... 35.36 kcal/mol
F_max ... 0.02064 hartree/bohr
Orbital gap ... 5.2 eV

Okay, here come the Löwdin numbers, in e, for every atom: 0.0380, -0.0434, 0.0378, 0.1354, -0.0452, 0.4466, -0.0288, 0.0356, 0.0952, -0.0574, 0.1132, -0.1513, 0.1102, -0.2074, 0.1337, 0.1182, -0.2013, 0.1232, -0.0397, 0.0236, 0.0939, 0.1199, 0.0269, 0.0016, 0.0170, 0.1196, 0.0710, 0.0873, -0.0015, 0.0863, -0.5335, 0.0638, -0.0437, 0.0963, -0.0273, 0.0366, 0.0356, 0.1228, 0.0250, 0.0609, -0.0452, -0.0373, 0.0009, 0.1186, 0.0587, 0.1197, 0.0809, 0.1185, 0.0753, 0.0894, 0.0002, 0.0657, -0.1522, 0.0345, -0.1521, -0.3481, -0.1330, -0.0446, 0.0552



The following is a quantum chemistry calculation of a molecular structure, C24H14F2O10V at a distorted geometry, from the Open Molecules 2025 dataset.

XYZ file:
```
51
Properties=species:S:1:pos:R:3:forces:R:3
O 0.621977 -1.538180 -5.437601 0.5 0.5 -1.8
C -3.282293 -2.218730 5.867329 1.1 0.4 -1.3
C -2.585973 -0.858770 5.538419 -0.9 0.7 0.9
C -2.510793 -3.169300 3.766219 1.0 -2.4 -3.2
O 1.414837 2.916410 -0.809181 -0.3 -0.4 -0.3
C -6.208673 7.054200 3.550099 -1.1 0.1 -0.2
O -2.481783 -4.145960 2.933249 0.3 2.0 0.8
O -1.107423 2.647980 -1.329251 0.0 0.0 -0.1
C 2.112037 -1.194820 -9.284281 -0.5 0.0 -4.3
O 1.974707 -3.728650 -9.329061 -0.1 3.3 0.5
O 2.238107 -1.029240 -10.555821 0.2 -1.2 1.8
C -5.655933 5.865420 3.138759 -0.1 -0.5 -0.7
C 1.706147 -0.124940 -7.114851 0.1 0.8 0.2
H -4.645013 5.885430 2.759219 0.2 -0.3 0.2
C 8.227967 -4.304050 -0.590161 0.6 0.5 0.1
H 9.112077 -2.467510 2.039299 -0.1 0.6 0.1
C -8.310973 5.902670 3.826749 -0.7 0.8 0.5
C 1.097267 -1.460760 -6.601671 0.3 -2.0 0.9
H -3.575783 -4.262600 5.214329 0.0 -0.1 0.0
H 8.620827 -5.134610 -1.157821 -0.3 -0.2 0.0
O -2.778353 0.053920 6.382919 0.9 -0.9 -1.6
C -1.826823 -1.843240 3.469049 3.1 -0.2 -4.7
C -7.689603 4.709050 3.494279 -2.5 -0.1 0.2
H -8.236763 3.778040 3.509459 -0.3 0.0 0.1
F -8.091543 8.219760 4.307949 -0.6 0.5 0.0
H -6.010553 3.704410 2.899009 0.4 0.2 -0.4
C 8.957497 -3.826660 0.498259 0.2 -1.2 -1.1
C 1.288327 -2.658720 -7.434491 -0.8 2.4 2.0
C -3.101163 -3.323680 4.970279 -1.2 1.0 2.6
H -1.406683 0.148280 4.048389 0.1 0.0 -0.2
O 1.782077 0.774530 -6.251681 0.1 -0.3 -1.2
C -6.433073 4.680660 3.085589 3.3 0.4 0.0
C 7.487487 -2.000150 0.724349 -2.8 0.8 -0.7
C -7.582373 7.072420 3.847699 1.4 -1.2 0.3
C 1.791907 -2.586650 -8.710711 0.9 -3.5 -1.5
F 5.554917 -1.850820 -0.719391 1.2 -0.4 0.4
H 6.464867 -3.899380 -1.847901 0.1 -0.4 -0.1
V 0.312617 1.972320 -1.472271 0.3 0.3 0.2
H -5.666723 7.987440 3.591979 0.2 0.0 0.0
H 1.053197 -3.611480 -6.983511 -0.1 -0.1 -0.1
O -1.060913 -1.621810 2.421019 -2.0 -1.7 1.8
C 6.714597 -2.485900 -0.360761 -0.1 1.3 1.4
C 8.559187 -2.695870 1.140089 1.0 -0.2 1.1
H -9.348833 5.904600 4.125489 -0.1 0.1 0.0
C 2.099577 -0.048400 -8.523831 -0.8 0.1 3.5
O -3.935273 -2.193740 6.880279 -1.3 -0.8 1.7
H 7.089137 -1.199300 1.329629 0.0 0.3 -0.2
H 2.205017 0.912100 -9.006231 0.3 0.0 0.0
C -1.888793 -0.786380 4.294099 -1.1 2.1 3.3
H 9.850747 -4.301320 0.876659 0.0 -0.4 -0.3
C 7.084997 -3.618040 -1.009641 0.1 -0.5 -0.7
```
Forces are in eV/Å.

Net charge ... -3
ΔE to the lowest compared entry with this formula, charge and spin ... 157.44 kcal/mol
F_max ... 0.11039 hartree/bohr
Orbital gap ... 1.6 eV

Okay, here come the Löwdin numbers, in e, for every atom: -0.0388, -0.4103, -0.3412, -0.4124, -0.4839, -0.0235, -0.0683, -0.4602, -0.3940, -0.1102, -0.0940, -0.0568, -0.3645, 0.1077, -0.0688, 0.1056, -0.0237, -0.3439, 0.0992, 0.0982, -0.0259, -0.3463, -0.1189, 0.1127, 0.0511, 0.1171, -0.1173, -0.0007, -0.0107, 0.1098, -0.0408, -0.0905, -0.0149, -0.2945, -0.3702, 0.0580, 0.1251, 0.9869, 0.1103, 0.0968, -0.0669, -0.2447, -0.1346, 0.1090, -0.0074, 0.0061, 0.1180, 0.0924, -0.0005, 0.0948, -0.0195



Number 2 is which compound?
C24H14F2O10V